# C5H30N2O10

A structure of composition C5H30N2O10 in a non-equilibrium geometry (ωB97M-V/def2-TZVPD, the OMol25 dataset).

ORCA input file:
```
! wB97M-V def2-TZVPD RIJCOSX def2/J DEFGRID3
* xyz 0 1
C 1.2158 1.4446 0.5675
N 0.5625 0.3392 -0.1767
C 0.7818 -2.1221 -1.8879
C -0.1291 -0.9376 -2.2514
C 0.3775 0.3782 -1.6040
C 1.6686 0.8430 -2.2747
N 1.4635 1.3083 -3.5374
O 2.8000 0.7539 -1.7842
H 2.0806 1.8177 0.0558
H 1.5189 0.9165 1.4748
H 0.5496 2.2179 0.9618
H -0.3738 0.2382 0.2339
H 1.5581 -1.9236 -1.1662
H 0.2568 -3.0410 -1.6386
H 1.4146 -2.2855 -2.7649
H -0.0260 -0.7931 -3.3229
H -1.1826 -1.0303 -2.0371
H -0.4708 1.0184 -1.8502
H 0.5711 1.3838 -3.9381
H 2.2081 1.8302 -3.8954
H 3.7476 -0.1742 -0.5530
H 4.1908 -1.5719 -0.0523
O 3.9416 -0.6863 0.2561
H -3.2439 -0.3741 0.6746
H -2.2137 0.1941 1.6694
O -2.7033 0.3944 0.8786
H -1.0931 3.2666 2.8072
H -1.9702 3.6176 1.5957
O -1.1293 3.7882 1.9659
H -1.6345 -2.4939 1.0765
H -2.8919 -2.9862 2.0065
O -2.4191 -2.2570 1.5979
H -1.1602 3.7233 0.6785
H -0.8028 2.7791 -0.3036
O -1.3139 3.5701 -0.2694
H 0.4835 -3.5290 1.5927
H 0.6357 -2.9318 3.0310
O -0.0320 -3.2905 2.3971
H 1.5729 -1.7022 1.0078
H 3.0966 -2.1757 0.8665
O 2.2715 -2.2173 1.4184
H -1.8700 -0.7730 4.1879
H -1.6006 -1.3612 2.7994
O -1.4424 -0.6122 3.3956
H -3.6609 1.2250 -1.1853
H -2.7389 2.5769 -1.1883
O -2.8649 1.6443 -1.5157
*
```

Summary:
E_HOMO = -8.69 eV
ΔE to the lowest compared entry with this formula, charge and spin = 88.1 kcal per mole
M = 278.299 g/mol
HOMO-LUMO gap = 8.90 eV